(1)
{"formula": "C2H4ClN", "method": "wB97M-V/def2-TZVPD", "spin_multiplicity": 1, "lumo_energy_ev": 0.13, "homo_energy_ev": -9.830, "total_energy_ha": -593.49666, "elements": ["C", "C", "N", "Cl", "H", "H", "H", "H"], "coordinates": [[-0.02003, 0.11041, -0.45624], [0.09521, 0.48456, 0.88541], [-0.17196, 0.40087, -1.60066], [0.08784, -2.21442, -0.23264], [-0.02703, 1.47751, 1.08124], [0.97234, 0.23985, 1.34748], [-0.64072, -0.15794, 1.26677], [-0.29565, -0.34084, -2.29136]], "lowdin_charge": [-0.404, -0.089, 0.185, -0.007, 0.077, 0.075, 0.067, 0.096]}

(2)
{"formula": "C3H4O2", "method": "wB97M-V/def2-TZVPD", "spin_multiplicity": 1, "lumo_energy_ev": [-0.07, -0.08], "homo_energy_ev": [-8.198, -8.499], "total_energy_ha": -266.96844, "elements": ["C", "C", "C", "O", "O", "H", "H", "H", "H"], "coordinates": [[0.42623, 0.20488, 0.21964], [-0.45053, -0.91626, 0.07652], [-1.14063, 0.95719, -0.30049], [-1.63955, -0.32817, -0.19045], [1.87640, 0.10247, -0.02698], [0.48376, 0.67944, 1.12262], [-0.05628, -1.89417, -0.40532], [-1.56312, 1.61979, 0.31065], [2.06373, -0.42517, -0.80619]], "lowdin_charge": [-0.217, -0.130, 0.058, -0.038, -0.020, 0.103, 0.150, 0.016, 0.078]}

(3)
{"formula": "C29H44N6O10RbSi3", "method": "wB97M-V/def2-TZVPD", "spin_multiplicity": 1, "lumo_energy_ev": 1.53, "homo_energy_ev": -3.901, "total_energy_ha": -3104.98186, "total_charge": -1, "elements": ["Rb", "C", "O", "Si", "C", "C", "C", "Si", "C", "C", "C", "Si", "C", "C", "C", "H", "H", "H", "H", "H", "H", "H", "H", "H", "H", "H", "H", "H", "H", "H", "H", "H", "H", "H", "H", "H", "H", "H", "H", "H", "H", "H", "C", "N", "C", "C", "C", "N", "C", "O", "N", "H", "H", "H", "H", "H", "H", "H", "O", "N", "O", "C", "C", "C", "C", "O", "C", "C", "N", "O", "O", "N", "O", "O", "H", "H", "C", "C", "O", "C", "C", "C", "C", "C", "C", "H", "H", "H", "H", "H", "H", "H", "H"], "coordinates": [[-0.41699, -0.03654, -0.58842], [3.42226, 0.15721, 0.07347], [2.23154, -0.01735, 0.80325], [2.14593, -0.64443, 2.37841], [3.74132, -0.11503, 3.24080], [2.30634, -2.50788, 2.15548], [0.66807, -0.06013, 3.12652], [-0.27427, -1.13591, 4.19370], [-1.75311, -0.29876, 5.01095], [-1.02298, -2.63500, 3.31948], [0.71892, -1.86499, 5.63409], [0.50304, 1.70543, 3.34185], [1.04882, 2.32952, 5.04548], [-1.25723, 2.36690, 3.13223], [1.56518, 2.72772, 2.15080], [4.14055, 0.78225, 0.61582], [3.18602, 0.65963, -0.86756], [3.91268, -0.80010, -0.15040], [4.64658, -0.60651, 2.86320], [3.63947, -0.35061, 4.30452], [3.88509, 0.96778, 3.15790], [3.21917, -2.74421, 1.59586], [1.44900, -2.90590, 1.60456], [2.36043, -3.03184, 3.11514], [-2.48350, 0.02637, 4.26376], [-1.46001, 0.57884, 5.59445], [-2.25031, -1.00202, 5.68806], [-1.52351, -2.29965, 2.40449], [-1.75777, -3.15016, 3.95083], [-0.25340, -3.35962, 3.03763], [1.15262, -1.05063, 6.22464], [1.54795, -2.47372, 5.25650], [0.11807, -2.49385, 6.30228], [0.47282, 1.84728, 5.84196], [0.94613, 3.41585, 5.16465], [2.10168, 2.06513, 5.19423], [-1.82248, 2.30152, 4.06600], [-1.80568, 1.79320, 2.37801], [-1.24081, 3.42131, 2.82885], [2.62373, 2.68525, 2.43104], [1.25134, 3.77879, 2.17858], [1.48652, 2.35918, 1.12618], [2.45967, 5.24602, -0.89335], [1.08750, 4.78354, -0.74604], [0.18231, 5.50320, -0.04244], [-1.05854, 5.04597, 0.20206], [-1.35984, 3.73602, -0.29613], [-0.48397, 3.02332, -0.97578], [0.77139, 3.49388, -1.21802], [1.63001, 2.85440, -1.80710], [-2.57589, 3.19590, -0.08433], [2.46830, 6.33468, -0.91145], [2.86296, 4.85326, -1.82007], [3.07829, 4.88618, -0.06990], [0.52065, 6.46823, 0.31280], [-1.77475, 5.62263, 0.76652], [-3.12843, 3.53632, 0.68476], [-2.65918, 2.19744, -0.25086], [-8.46288, -1.66792, -1.85278], [-7.39486, -1.84153, -2.41057], [-7.25973, -2.45384, -3.45617], [-6.20011, -1.28080, -1.79124], [-6.30386, -0.56833, -0.60631], [-5.18956, -0.01202, -0.04296], [-3.85897, -0.14932, -0.59088], [-2.80857, 0.23603, -0.04777], [-3.86948, -0.88088, -1.84067], [-4.97572, -1.44143, -2.41279], [-2.59862, -1.05887, -2.55431], [-2.41226, -2.10983, -3.13367], [-1.79377, -0.14083, -2.53906], [-5.40204, 0.77584, 1.18201], [-6.34850, 0.47321, 1.88798], [-4.64306, 1.69782, 1.39826], [-7.26506, -0.44643, -0.12872], [-4.89519, -1.99969, -3.33437], [1.26807, -3.74733, -1.82258], [0.17676, -3.78203, -0.78488], [-0.40268, -2.76418, -0.46599], [-0.16867, -5.08868, -0.13897], [-1.23744, -5.12915, 0.75032], [-1.56876, -6.31345, 1.38709], [-0.83359, -7.46544, 1.13516], [0.23044, -7.43300, 0.24407], [0.56075, -6.24581, -0.39322], [1.37047, -2.73431, -2.20001], [1.03261, -4.42262, -2.64761], [2.21435, -4.06821, -1.38166], [-1.78628, -4.21926, 0.94588], [-2.39241, -6.33316, 2.08897], [-1.08821, -8.39090, 1.63691], [0.80594, -8.32903, 0.04983], [1.39656, -6.22668, -1.08112]], "lowdin_charge": [1.041, -0.162, -0.377, 0.242, -0.163, -0.145, -0.431, 0.328, -0.189, -0.184, -0.189, 0.339, -0.186, -0.176, -0.169, 0.077, 0.073, 0.077, 0.024, 0.027, 0.015, 0.026, 0.007, 0.024, 0.026, 0.011, 0.025, 0.023, 0.029, 0.012, 0.021, 0.008, 0.018, 0.011, 0.020, 0.019, 0.018, 0.017, 0.015, 0.024, 0.024, 0.012, -0.018, -0.049, -0.072, -0.012, -0.383, 0.151, -0.531, 0.032, 0.184, 0.086, 0.086, 0.096, 0.129, 0.107, 0.095, 0.060, 0.061, -0.366, 0.057, -0.145, 0.075, -0.042, -0.310, -0.209, -0.050, 0.075, -0.342, 0.089, -0.147, -0.335, 0.071, 0.084, 0.133, 0.135, 0.005, -0.391, -0.049, -0.148, -0.012, -0.061, -0.083, -0.082, -0.032, 0.087, 0.094, 0.093, 0.108, 0.107, 0.101, 0.100, 0.106]}

Taking the records one at a time from the top gives ΔE to the lowest compared entry with this formula, charge and spin values of 116.8; 589.0; 82.4 kJ/mol.